DFT (the ωB97M-V functional and the def2-TZVPD basis) results for a single C17H17NO4 molecule at a distorted geometry.

Geometry as XYZ:
```
39
Properties=species:S:1:pos:R:3:forces:R:3:mulliken_charge:R:1
O -2.4493 -1.7071 -0.7700 1.11 -5.78 -5.79 -0.506
C -2.5166 -0.8431 -0.0437 -6.30 2.93 2.22 0.666
N -3.7208 -0.2283 0.2496 -5.53 -1.89 -3.05 0.124
C -4.0488 0.7954 1.1038 -5.48 -0.79 1.15 -0.790
H -3.1584 0.9156 1.4936 4.01 2.56 3.18 0.632
C -4.6588 1.9097 0.3236 1.15 3.36 -2.79 -0.436
H -4.9754 2.7168 1.0659 0.38 -0.74 -1.49 0.279
O -5.7807 1.6601 -0.5727 -0.76 1.86 2.69 -0.376
C -5.5665 0.5672 -1.3974 4.53 1.86 3.50 -0.630
H -6.4165 0.2884 -1.8206 -3.61 -0.91 -2.38 0.399
C -5.1019 -0.4817 -0.4894 3.63 -7.89 -2.35 -0.700
H -4.8724 -1.4008 -1.2781 0.10 2.06 1.55 0.285
H -5.8145 -1.1885 0.0598 0.66 2.13 0.32 0.356
H -4.7259 0.8965 -2.0087 -0.09 -0.63 -1.03 0.348
H -3.8168 2.2891 -0.5497 -1.61 -0.54 2.77 0.254
H -4.9447 0.5313 1.9899 2.60 0.17 -2.15 0.203
O -1.6456 -0.4062 0.7384 0.10 4.58 3.57 -0.291
C -0.4250 -0.7891 0.7065 5.28 9.66 -0.85 0.312
C 0.7306 0.3175 0.5884 -8.00 -2.62 1.39 -1.102
C 1.9241 -0.1522 0.7733 1.12 -5.86 -3.26 0.701
C 2.2124 -1.5618 0.5461 0.71 0.49 3.35 -0.172
C 1.1167 -2.3891 0.7602 9.56 -3.35 -3.48 -0.969
C -0.0977 -1.9759 0.6577 -5.92 -8.68 1.18 0.547
H -0.9456 -2.7709 0.7466 1.57 1.42 -0.39 0.190
H 1.4716 -3.3664 0.3503 -1.16 -0.16 1.38 0.262
H 3.3731 -1.8560 0.6484 -3.08 0.32 -0.53 0.215
O 2.9108 0.5971 0.7529 5.53 7.12 1.40 -0.423
C 4.1694 0.7828 0.1398 -4.22 -4.73 -0.58 0.418
C 5.1336 1.1950 0.9117 6.15 3.58 3.14 -0.261
C 6.5038 1.1259 0.3002 -4.84 -1.53 -3.46 -0.581
C 6.6702 0.6027 -1.0169 -2.33 -1.40 1.08 -0.345
C 5.5487 -0.1298 -1.7227 0.87 4.90 7.08 -0.924
C 4.3477 -0.0009 -1.0168 -0.88 -1.85 -4.10 0.103
H 3.4506 -0.6205 -1.5595 1.90 1.92 1.94 0.228
H 5.6851 -0.6865 -2.5313 0.44 -2.15 -3.39 0.542
H 7.6841 0.6396 -1.3713 0.12 -0.11 -0.54 0.357
H 7.3322 1.6451 0.5504 2.28 1.54 1.99 0.412
H 5.0459 1.7731 1.9960 -0.17 -1.93 -3.13 0.239
H 0.3714 1.3058 0.6956 0.18 1.05 -0.15 0.434
```
Positions in Å, forces in eV/Å.

Output
Kohn-Sham gap = 0.344 Eh
SMILES = O=C(Oc1cccc(Oc2ccccc2)c1)N1CCOCC1

DFT (the ωB97M-V functional and the def2-TZVPD basis) results for 2 unconnected molecules or ions with the total composition C2H6N4O at a distorted geometry.

Geometry as XYZ:
```
13
Properties=species:S:1:pos:R:3:forces:R:3:mulliken_charge:R:1
N 2.1939 -0.1340 -1.4398 0.98 -0.95 -0.76 -0.413
O -1.2100 -0.1775 -1.4874 0.34 1.75 1.03 -0.263
N 0.0685 -0.3996 -1.0215 3.69 -3.79 -2.21 -0.238
N 1.2030 -0.0066 -0.5720 -4.01 3.23 0.63 -0.041
H -1.3461 0.7810 -1.3497 -0.52 -0.02 0.36 0.366
H 3.0857 0.1643 -1.0800 0.00 -0.46 0.31 0.252
H 2.1611 -0.8930 -2.1143 -0.15 0.08 -0.14 0.276
N -1.0883 -0.9733 1.4571 0.14 2.73 -2.16 -0.359
C -0.9664 0.4164 1.0807 -0.69 -1.03 3.48 -0.137
C -0.9293 1.6161 1.3383 0.22 -2.70 -0.06 -0.208
H -1.5270 -1.5760 0.7690 0.32 0.06 0.64 0.228
H -0.9521 -1.2332 2.4247 -0.29 0.28 -0.48 0.197
H -0.6928 2.4151 1.9950 -0.04 0.82 -0.64 0.339
```
Positions in Å, forces in eV/Å.

Output
Kohn-Sham gap (alpha / beta) = 0.284 / 0.295 Eh
SMILES = N/N=N/O.C#CN

Which energy belongs to each record? In order, -1013.32831, -373.71892 hartree.
Which energy relative to the best compared isomer or geometry (same formula, charge and spin) belongs to each record? In order, 275.5, 245.6 kcal/mol.